Entry from the OMol25 dataset: 5 unconnected molecules or ions with the total composition C12H25Br2O10 at a distorted geometry (ωB97M-V/def2-TZVPD).

Each line ends with the natural charge from an NBO analysis.
Element x y z (Å)
C -39.77 -13.87 -16.68  -0.201
O -41.06 -13.67 -17.10  -0.967
H -38.98 -13.85 -17.47  0.055
H -39.38 -13.09 -15.99  0.084
H -39.71 -14.82 -16.11  0.070
Br -43.73 -17.36 -17.13  -0.038
C -42.24 -16.87 -15.96  -0.448
C -42.01 -17.98 -14.93  -0.457
Br -40.39 -17.61 -13.97  -0.009
H -42.43 -15.89 -15.51  0.259
H -41.38 -16.63 -16.58  0.247
H -41.92 -18.99 -15.32  0.220
H -42.81 -17.97 -14.20  0.215
C -41.08 -15.53 -23.81  -0.255
O -39.83 -15.35 -23.20  -0.516
C -39.69 -14.62 -22.09  0.976
O -40.58 -14.31 -21.36  -0.602
O -38.40 -14.33 -21.93  -0.506
C -38.05 -13.40 -20.92  -0.257
H -41.96 -15.12 -23.30  0.208
H -41.28 -16.59 -23.91  0.188
H -40.99 -15.06 -24.79  0.177
H -38.48 -12.40 -21.02  0.196
H -36.99 -13.22 -21.10  0.177
H -38.08 -13.81 -19.92  0.209
C -44.60 -16.32 -21.59  -0.246
O -43.52 -17.00 -21.01  -0.526
C -42.66 -16.35 -20.24  0.981
O -42.83 -15.22 -19.88  -0.591
O -41.69 -17.18 -19.90  -0.511
C -40.54 -16.68 -19.25  -0.280
H -45.32 -16.02 -20.83  0.187
H -45.18 -16.88 -22.32  0.179
H -44.21 -15.44 -22.12  0.182
H -40.57 -15.65 -18.87  0.269
H -39.73 -16.72 -19.99  0.166
H -40.27 -17.34 -18.42  0.178
C -37.03 -20.94 -15.38  -0.268
O -37.12 -20.02 -16.44  -0.494
C -36.84 -18.76 -16.09  0.984
O -36.43 -18.40 -15.02  -0.650
O -37.16 -17.95 -17.06  -0.496
C -37.21 -16.55 -16.77  -0.268
H -37.95 -21.01 -14.81  0.183
H -36.24 -20.64 -14.69  0.205
H -36.81 -21.97 -15.67  0.184
H -36.22 -16.26 -16.44  0.184
H -37.97 -16.21 -16.06  0.220
H -37.48 -16.04 -17.69  0.202

Max |F|, eV/Å: 2.367
Total charge: -1
Relative energy (zero: lowest compared OMol25 entry of this formula, charge and spin), eV: 0.0000
M, g mol⁻¹: 489.1
2S+1: 1
HOMO energy, eV: -2.5